one) Entry from the Open Molecules 2025 dataset: CH5N3O2 in the gas phase (ωB97M-V with the def2-TZVPD basis set).

gap between HOMO and LUMO = 9.104 eV
LUMO energy = 0.301 eV
SMILES = N=C(NO)NO

```
! wB97M-V def2-TZVPD RIJCOSX def2/J DEFGRID3
* xyz 0 1
C 0.1198 -0.3876 0.1963
H -2.3313 -0.7448 0.3257
H -1.0629 1.3286 -0.3591
H 0.4066 -2.0473 1.4449
H 1.8075 0.4702 0.6920
H 2.0325 0.9030 -1.8154
N -1.0130 0.2956 -0.4771
N -0.2064 -1.3218 1.0821
N 1.3137 0.0036 -0.1186
O -2.3353 0.3044 -0.0101
O 1.2688 1.1961 -0.9608
*
```

two) Entry from the Open Molecules 2025 dataset: CH5N3O2 in the gas phase (ωB97M-V with the def2-TZVPD basis set).

gap between HOMO and LUMO = 9.564 eV
LUMO energy = 0.839 eV
SMILES = C/N=[N+](\[O-])ON

```
! wB97M-V def2-TZVPD RIJCOSX def2/J DEFGRID3
* xyz 0 1
C 1.4561 -1.2609 0.7319
N -1.6399 1.3687 -0.9195
N 0.8605 0.0141 0.1620
N -0.3837 0.1083 0.1668
O -1.5049 -0.3297 0.0182
O -0.6724 1.6495 -0.1917
H 1.8374 -1.1276 1.7780
H 1.0656 -2.2534 0.7122
H 2.3877 -1.4585 0.2905
H -1.0843 1.1769 -1.7899
H -2.3220 2.1126 -0.9586
*
```

three) Entry from the Open Molecules 2025 dataset: a 2-piece molecular cluster, CH5N3O2 overall (ωB97M-V with the def2-TZVPD basis set).

gap between HOMO and LUMO (alpha / beta) = 6.403 / 6.332 eV
LUMO energy (alpha / beta) = 0.062 / 0.012 eV

```
! wB97M-V def2-TZVPD RIJCOSX def2/J DEFGRID3
* xyz 0 1
C -0.3724 0.9558 -1.1032
N 0.3679 -2.3499 0.5803
N 0.7951 0.3949 -0.5255
N 0.8365 -0.0303 0.7312
O -0.3772 0.2526 1.3229
O -0.5269 -2.6719 1.2664
H -0.2907 2.0758 -1.0232
H -0.4157 0.6080 -2.1167
H -1.1542 0.6095 -0.3729
H 1.7669 0.6448 -0.7544
H -0.6293 -0.4892 1.9951
*
```

Order of stability, best first: one), three), two)

one) Entry from the Open Molecules 2025 dataset: a 2-piece molecular cluster, C4H11NO overall (ωB97M-V with the def2-TZVPD basis set).

gap between HOMO and LUMO = 5.946 eV
LUMO energy = -3.387 eV

```
! wB97M-V def2-TZVPD RIJCOSX def2/J DEFGRID3
* xyz 0 1
C -1.9966 -0.4198 1.2793
N -0.6401 -0.0624 1.0313
C 0.0923 -0.8860 0.0875
C 1.5772 -0.2263 -0.1322
C 1.5135 0.9078 -1.0281
O -1.4898 0.9138 -1.4616
H -2.3532 0.3351 1.9654
H -2.2699 -1.4923 1.5067
H -2.5099 -0.0647 0.3904
H -0.8275 0.8283 0.4308
H -0.3539 -0.5363 -0.9221
H 0.2743 -1.9207 0.2986
H 2.2713 -0.9841 -0.5052
H 2.0489 0.0100 0.8257
H 1.7043 1.8908 -0.4912
H 2.4270 0.9692 -1.7570
H 0.5320 0.7377 -1.5183
*
```

two) Entry from the Open Molecules 2025 dataset: a 2-piece molecular cluster, C4H11NO overall (ωB97M-V with the def2-TZVPD basis set).

gap between HOMO and LUMO = 9.465 eV
LUMO energy = 0.952 eV
SMILES = C=CO.CNC

```
! wB97M-V def2-TZVPD RIJCOSX def2/J DEFGRID3
* xyz 0 1
C 2.0135 -0.8775 0.3568
N 1.3649 -0.1539 -0.7620
C 0.5029 -0.9718 -1.6219
H 1.3099 -1.6344 0.6999
H 2.9072 -1.4220 0.0606
H 2.1766 -0.1694 1.1669
H 2.1128 0.2205 -1.3296
H 1.0341 -1.3902 -2.4717
H -0.2910 -0.3396 -2.0165
H 0.0183 -1.7965 -1.1035
C -2.4848 0.2933 0.3580
C -1.6421 1.0406 1.0642
O -0.3115 1.1430 0.9155
H -3.5338 0.4292 0.5303
H -2.0843 -0.3718 -0.3938
H -1.9814 1.6651 1.8830
H 0.0137 0.6774 0.1065
*
```

Order of stability, best first: two), one)

one) Entry from the Open Molecules 2025 dataset: C4H11NO in the gas phase (ωB97M-V with the def2-TZVPD basis set).

gap between HOMO and LUMO = 9.736 eV
LUMO energy = 0.978 eV
SMILES = CC(C)NCO

```
! wB97M-V def2-TZVPD RIJCOSX def2/J DEFGRID3
* xyz 0 1
C 0.9523 -0.8661 -0.6092
C 0.1881 0.4373 -0.4928
C 1.1711 1.5904 -0.5771
N -0.4891 0.4169 0.8861
C -1.1294 -0.8626 1.1088
O -1.9201 -1.2924 0.0101
H 1.4245 -0.9554 0.3180
H 0.1635 -1.6713 -0.9428
H 1.5701 -0.9887 -1.3572
H -0.5256 0.5807 -1.3438
H 0.6390 2.5274 -0.2127
H 2.0244 1.3691 0.0904
H 1.4974 1.7458 -1.6433
H -0.7861 1.2197 1.4399
H -0.3295 -1.6653 1.2411
H -1.7460 -0.8228 1.9674
H -2.7047 -0.7628 0.1173
*
```

two) Entry from the Open Molecules 2025 dataset: a 2-piece molecular cluster, C4H11NO overall (ωB97M-V with the def2-TZVPD basis set).

gap between HOMO and LUMO = 10.194 eV
LUMO energy = 1.020 eV
SMILES = C=CC.NCO

```
! wB97M-V def2-TZVPD RIJCOSX def2/J DEFGRID3
* xyz 0 1
C -1.1240 1.1119 1.3317
C -0.1262 0.1845 2.0039
C 1.1474 0.1011 1.6451
H -0.8683 2.1313 1.0326
H -1.3605 0.5937 0.3894
H -2.0123 1.2364 1.9467
H -0.5451 -0.2896 2.8799
H 1.8889 -0.4962 2.1569
H 1.5153 0.6640 0.7974
N 0.2729 -1.5395 -1.2935
C 0.0164 -0.5336 -2.2512
O 0.7533 0.6919 -2.0087
H 0.8240 -2.3535 -1.5198
H -0.0310 -1.4514 -0.3398
H 0.3322 -0.8423 -3.2436
H -1.0395 -0.2541 -2.3115
H 0.3568 1.0452 -1.2155
*
```

Order of stability, best first: two), one)